1.
{"formula": "C4H10N3", "method": "ωB97M-V/def2-TZVPD", "fmax_ev_per_a": 3.978, "gap_ev": [7.393, 7.397], "energy_ha": -322.2709, "e_homo_ev": [-12.2, -12.2], "total_charge": 1, "species": ["C", "C", "C", "C", "N", "N", "N", "H", "H", "H", "H", "H", "H", "H", "H", "H", "H"], "coordinates": [[1.02181, 0.04189, 0.83999], [-0.21122, 0.01039, -1.56837], [0.41573, 0.44545, 2.03726], [-1.60515, -0.41008, -1.28156], [0.60181, 0.29733, -2.35574], [1.74267, 0.48992, -2.77131], [-0.38000, -0.45298, 2.60657], [1.36435, -0.98248, 0.70174], [1.72364, 0.79840, 0.48048], [0.25220, 0.04185, -0.11636], [0.56692, 1.45654, 2.38119], [-2.40346, 0.41741, -1.38964], [-1.56076, -0.73078, -0.21562], [-1.97018, -1.27274, -1.84851], [-0.49646, -1.33128, 2.24220], [1.84711, 1.44682, -3.14568], [-0.90901, -0.26567, 3.40336]], "forces_ev_per_angstrom": [[0.97, 0.89, -1.59], [-3.49, -0.41, 0.73], [-1.24, -2.51, -0.33], [-1.12, 0.19, 0.48], [2.29, 0.71, -0.29], [0.28, 0.27, -1.15], [1.46, 3.67, 0.47], [0.11, -0.01, 0.47], [0.26, -0.46, 0.05], [0.71, 0.65, 0.70], [-0.48, -0.01, 0.59], [1.60, -1.06, 0.16], [-0.62, 0.24, -0.64], [0.29, 0.19, -0.15], [-0.05, -2.46, -1.24], [-0.14, -0.39, 0.20], [-0.83, 0.53, 1.54]]}

***

2.
{"formula": "C15H10BrN", "method": "ωB97M-V/def2-TZVPD", "fmax_ev_per_a": 4.753, "gap_ev": 6.920, "energy_ha": -3206.2853, "smiles": "Brc1ccccc2cc(-c3ccccc3)nc1-2", "e_homo_ev": -8.1, "species": ["Br", "C", "C", "C", "C", "C", "C", "C", "C", "C", "C", "C", "C", "C", "C", "N", "C", "H", "H", "H", "H", "H", "H", "H", "H", "H", "H"], "coordinates": [[-1.46724, -2.21861, 3.40471], [0.26406, -1.39563, 2.74437], [1.34149, -1.51871, 3.60991], [2.65381, -1.05214, 3.43329], [3.31113, -0.49298, 2.32283], [2.82198, -0.22200, 1.05247], [1.47083, -0.45670, 0.63793], [1.01149, -0.06084, -0.60844], [-0.35180, -0.22982, -0.55055], [-1.25980, 0.38042, -1.53562], [-0.75103, 1.28009, -2.47747], [-1.60247, 1.91008, -3.31200], [-2.95978, 1.70496, -3.36167], [-3.55762, 0.80965, -2.42763], [-2.71204, 0.11557, -1.46377], [-0.80631, -0.80829, 0.54876], [0.29137, -0.87961, 1.39504], [1.28361, -2.08906, 4.56893], [3.41525, -1.33713, 4.17913], [4.39287, -0.21734, 2.39069], [3.51128, 0.20227, 0.38338], [1.74479, 0.20138, -1.40988], [0.35790, 1.41083, -2.47963], [-1.23518, 2.63036, -3.98327], [-3.56510, 2.20369, -4.05034], [-4.56871, 0.78074, -2.29946], [-3.03477, -0.65117, -0.71169]], "forces_ev_per_angstrom": [[1.82, 1.01, -0.79], [-1.24, -0.30, -1.60], [1.38, -0.19, 1.04], [0.83, -0.68, -0.63], [0.54, 0.74, -0.74], [-2.35, -1.31, 1.84], [2.09, 1.12, 0.19], [2.36, -0.36, -0.14], [-1.10, 0.74, -1.73], [-2.81, -0.95, 0.04], [1.32, -1.43, 1.70], [-0.63, 0.74, -1.28], [-0.31, -2.16, 2.62], [4.57, -0.17, 1.30], [1.52, 1.11, -1.61], [0.97, 0.04, 2.58], [-1.67, -1.39, 0.86], [-0.72, 0.64, -0.99], [-0.93, 0.25, 0.15], [-1.01, -0.48, 0.53], [0.58, 0.40, -1.10], [-1.24, 0.04, 0.70], [-1.23, 0.30, -0.23], [0.69, 0.78, -0.89], [-0.79, 0.83, -0.93], [-2.66, -0.45, -0.07], [0.02, 1.12, -0.84]]}

***

3.
{"formula": "C6H16CaClNOSi", "method": "ωB97M-V/def2-TZVPD", "fmax_ev_per_a": 1.379, "gap_ev": 3.330, "energy_ha": -1794.8528, "e_homo_ev": -14.1, "total_charge": 2, "species": ["C", "C", "C", "C", "N", "Si", "Cl", "C", "O", "C", "H", "H", "H", "H", "H", "H", "H", "H", "H", "H", "H", "H", "H", "H", "H", "H", "Ca"], "coordinates": [[3.90258, -1.35013, 0.33335], [3.29230, -0.18243, -0.42514], [2.48892, 0.75582, 0.47648], [1.52460, 1.68116, -0.28051], [0.11899, 1.50061, 0.16854], [-0.78740, 0.12623, -0.20883], [-0.42170, -0.73360, -2.01479], [-2.61252, 0.67108, -0.22046], [-3.46209, -0.45212, -0.65089], [-4.30693, -0.93978, 0.26911], [3.13361, -1.96499, 0.80874], [4.57264, -0.99777, 1.12175], [4.48244, -1.99685, -0.32587], [4.08755, 0.39203, -0.90806], [2.65164, -0.55759, -1.23126], [3.17837, 1.36129, 1.06838], [1.91756, 0.16836, 1.20470], [1.60592, 1.49258, -1.35670], [1.76735, 2.72955, -0.12088], [-0.40101, 2.36431, 0.06386], [-0.71007, -0.95650, 0.79476], [-2.91054, 0.99998, 0.78130], [-2.81688, 1.48571, -0.91445], [-4.73285, -1.85165, -0.22793], [-5.15073, -0.22369, 0.51690], [-3.86247, -1.28185, 1.21902], [-6.54929, -2.23978, 0.05886]], "forces_ev_per_angstrom": [[0.12, -0.03, 0.12], [-0.02, 0.07, -0.08], [0.01, -0.01, 0.07], [0.06, -0.10, 0.12], [-0.15, 0.31, -0.44], [0.01, -0.13, 0.44], [0.03, -0.10, -0.27], [0.04, 0.17, 0.22], [-0.06, 0.04, -0.18], [0.17, 0.21, 0.15], [-0.01, 0.04, -0.02], [-0.03, -0.02, -0.03], [-0.01, 0.04, 0.01], [-0.05, -0.04, -0.08], [0.00, -0.01, 0.04], [-0.02, -0.07, 0.06], [-0.01, 0.01, -0.06], [-0.01, 0.05, 0.05], [0.06, -0.02, 0.02], [0.07, -0.01, 0.07], [0.01, -0.04, -0.09], [-0.06, -0.02, -0.04], [0.00, -0.04, -0.04], [1.35, -0.07, -0.24], [-0.16, -0.16, 0.02], [0.01, 0.06, -0.01], [-1.36, -0.12, 0.19]]}

***

4.
{"formula": "C4H16N8O4", "method": "ωB97M-V/def2-TZVPD", "fmax_ev_per_a": 1.885, "gap_ev": 8.924, "energy_ha": -901.1645, "smiles": "NC(N)=O.NC(N)=O.NC(N)=O.NC(N)=O", "e_homo_ev": -9.1, "species": ["N", "C", "N", "O", "H", "H", "H", "H", "N", "C", "N", "O", "H", "H", "H", "H", "N", "C", "N", "O", "H", "H", "H", "H", "N", "C", "N", "O", "H", "H", "H", "H"], "coordinates": [[2.30978, 1.69508, -1.91371], [1.94786, 1.04817, -3.06309], [1.81853, 1.87757, -4.14721], [1.83936, -0.15369, -3.19749], [2.48760, 1.09054, -1.13603], [2.38184, 2.69274, -1.89008], [1.54289, 1.41214, -4.99185], [1.92580, 2.87267, -4.11358], [-3.88334, -2.69758, -1.02624], [-4.84377, -1.73492, -1.05837], [-4.49609, -0.56672, -0.38222], [-5.92173, -1.88378, -1.61211], [-3.99200, -3.47400, -1.65097], [-2.95354, -2.39522, -0.75910], [-3.68498, -0.74991, 0.19343], [-5.30937, -0.14209, 0.03060], [-0.12287, 0.19210, -0.75391], [-0.30453, -0.98728, -0.09509], [0.63479, -1.33680, 0.84323], [-1.32853, -1.65391, -0.20679], [-0.98487, 0.61399, -1.05180], [0.68810, 0.71534, -0.50385], [0.24274, -2.12639, 1.33559], [1.17806, -0.70661, 1.40833], [2.50256, -0.37153, 3.79134], [1.89249, 0.86351, 3.95028], [2.59053, 1.88124, 3.39087], [0.78022, 0.99229, 4.42063], [2.07725, -1.21047, 4.13921], [3.50564, -0.28840, 3.85279], [2.18529, 2.79241, 3.50552], [3.29430, 1.73952, 2.69166]], "forces_ev_per_angstrom": [[-0.28, -0.45, 0.03], [0.54, 0.03, -1.27], [-0.23, -0.09, 0.08], [-0.04, 0.08, 0.67], [0.36, 0.31, 0.18], [0.14, -0.01, 0.36], [-0.01, 0.20, -0.12], [-0.07, 0.01, -0.09], [0.34, 0.32, 0.22], [-0.71, -0.23, -0.43], [0.29, -0.75, -0.38], [0.09, 0.16, 0.18], [-0.02, 0.04, -0.09], [0.05, -0.42, -0.21], [-0.24, 0.60, 0.42], [0.17, 0.21, 0.20], [-0.17, -1.06, 0.40], [-0.77, 1.10, 0.95], [-0.14, -1.06, -0.23], [0.32, -0.11, -0.36], [0.23, 0.29, -0.27], [-0.21, 0.57, -0.20], [0.46, -0.02, 0.25], [-0.10, 0.28, -0.22], [0.86, 0.71, -0.42], [-1.39, -1.23, -0.33], [0.38, 0.74, 0.15], [0.20, 0.19, 0.25], [-0.16, 0.20, 0.38], [0.01, -0.64, -0.03], [0.03, 0.05, -0.14], [0.06, -0.03, 0.07]]}